Record 1
The following is a DFT calculation (ωB97M-V/def2-TZVPD) of 2 unconnected molecules or ions with the total composition C15H30BrI2NO2P at a distorted geometry.

```
52
Properties=species:S:1:pos:R:3:lowdin_charge:R:1
C -0.858 1.601 0.780 -0.1198
C -2.074 1.025 -0.076 -0.3537
N -1.896 1.294 -1.525 -0.4870
Br -2.423 3.100 -1.737 0.7913
C -2.661 0.378 -2.413 -0.5890
C -4.212 0.363 -2.219 -0.8271
O -4.833 0.988 -1.352 -0.0493
O -4.851 -0.333 -3.091 -0.1457
C -2.092 -1.123 -2.449 -0.7527
I -3.188 -2.503 -1.176 0.8798
C -0.532 -1.228 -2.336 -0.7390
C 0.088 -1.353 -0.907 -0.2211
I 0.020 -3.084 -3.402 0.7183
P -2.393 0.976 -4.221 0.9267
C -3.766 2.080 -4.798 -0.3248
C -0.700 1.733 -4.445 -0.3365
H -0.430 0.747 1.371 0.0388
H -1.203 2.333 1.549 0.0665
H -0.031 1.989 0.148 0.0646
H -2.175 -0.042 0.200 0.0623
H -2.965 1.600 0.273 0.0731
H -2.339 -1.457 -3.483 0.0112
H 0.001 -0.424 -2.885 0.0533
H -0.626 -1.521 -0.078 0.0251
H 0.606 -0.381 -0.680 0.0691
H 0.907 -2.111 -0.898 0.0317
H -3.744 3.112 -4.351 0.0025
H -4.784 1.672 -4.638 0.0418
H -3.648 2.238 -5.903 0.0308
H -0.733 2.807 -4.771 0.0302
H -0.040 1.656 -3.546 0.0198
H -0.183 1.187 -5.270 0.0210
C 2.236 1.495 3.364 -0.1090
C 2.691 0.378 2.434 -0.2685
C 1.976 -0.945 2.685 -0.2305
C 2.197 -1.563 4.067 -0.2269
C 3.656 -1.837 4.432 -0.2746
C 4.333 -2.842 3.508 -0.1156
H 2.463 1.272 4.409 0.0642
H 2.744 2.428 3.109 0.0699
H 1.160 1.659 3.271 0.0665
H 3.776 0.256 2.515 0.0984
H 2.494 0.683 1.402 0.0990
H 2.283 -1.659 1.915 0.1013
H 0.901 -0.793 2.541 0.0975
H 1.637 -2.503 4.118 0.1104
H 1.760 -0.914 4.832 0.1011
H 3.688 -2.229 5.454 0.1013
H 4.228 -0.905 4.444 0.0970
H 3.798 -3.795 3.509 0.0745
H 5.357 -3.031 3.839 0.0660
H 4.382 -2.476 2.481 0.0658
```

Values from the calculation:
HOMO (eV): -4.3
Frontier orbital gap (eV): 6.667
Net charge: -1
E_tot (Eh): -4305.52081

=====

Record 2
The following is a DFT calculation (ωB97M-V/def2-TZVPD) of 9 unconnected molecules or ions with the total composition C15H30Cl12O9 at a distorted geometry.

```
66
Properties=species:S:1:pos:R:3:lowdin_charge:R:1
C -16.249 -4.222 -0.214 -0.0487
O -15.075 -3.488 -0.012 -0.0377
C -13.858 -3.959 -0.297 -0.6817
O -13.689 -4.861 -1.014 0.1201
O -12.896 -3.206 0.268 -0.0501
C -11.506 -3.637 0.283 -0.0884
H -17.113 -3.574 -0.070 0.0834
H -16.284 -5.089 0.446 0.0976
H -16.104 -4.529 -1.250 0.0555
H -11.273 -4.653 0.604 0.0483
H -10.876 -3.091 0.985 0.0754
H -11.048 -3.484 -0.694 0.0459
C -18.074 -0.544 -2.623 -0.0177
O -19.061 -0.024 -1.699 0.0150
C -18.966 -0.321 -0.456 -0.6227
O -18.073 -1.117 -0.004 0.0379
O -19.886 0.347 0.171 0.0216
C -20.121 0.086 1.563 -0.0173
H -18.556 -0.645 -3.595 0.0917
H -17.791 -1.547 -2.306 0.0684
H -17.154 0.040 -2.650 0.1009
H -20.945 -0.623 1.647 0.0939
H -20.596 0.960 2.009 0.0892
H -19.193 -0.203 2.057 0.0981
C -13.110 -6.149 -4.342 -0.0793
O -12.186 -7.212 -4.588 -0.0532
C -11.989 -7.734 -5.856 -0.5617
O -12.501 -7.389 -6.912 0.1002
O -11.046 -8.649 -5.676 -0.0146
C -10.698 -9.612 -6.658 -0.0847
H -14.129 -6.515 -4.223 0.0929
H -13.066 -5.396 -5.129 0.0869
H -12.867 -5.521 -3.484 0.0326
H -9.694 -9.990 -6.467 0.0806
H -10.710 -9.314 -7.706 0.0895
H -11.291 -10.520 -6.552 0.0858
C -19.725 -4.834 -3.586 -1.0231
Cl -20.386 -3.465 -2.759 0.5571
Cl -17.920 -4.975 -3.524 0.4922
H -20.160 -5.663 -3.029 0.0168
H -19.947 -4.899 -4.651 0.0273
C -12.630 0.218 1.489 -0.9671
Cl -11.090 0.161 0.600 0.4716
Cl -12.212 0.663 3.176 0.4512
H -13.240 1.024 1.080 0.0268
H -13.148 -0.741 1.505 0.0200
C -13.081 -8.304 -0.393 -1.0529
Cl -14.473 -8.623 0.709 0.4387
Cl -12.443 -9.767 -1.112 0.4881
H -13.401 -7.677 -1.226 0.0079
H -12.263 -7.852 0.166 0.0070
C -12.433 -2.477 -3.347 -1.0761
Cl -11.794 -1.089 -2.425 0.4895
Cl -14.148 -2.430 -3.277 0.5800
H -12.125 -2.451 -4.392 0.0247
H -12.046 -3.362 -2.842 -0.0391
C -13.261 -4.267 3.523 -0.9983
Cl -12.925 -5.816 2.719 0.5306
Cl -11.771 -3.655 4.266 0.4910
H -13.730 -3.557 2.842 0.0240
H -13.904 -4.386 4.395 0.0186
C -9.273 -5.756 -3.149 -0.9966
Cl -10.476 -6.104 -1.870 0.3527
Cl -9.672 -4.258 -4.052 0.3285
H -8.284 -5.725 -2.690 -0.0287
H -9.191 -6.477 -3.962 -0.0163
```

Values from the calculation:
HOMO (spin up / spin down) (eV): 0.5 / -7.6
Frontier orbital gap (spin up / spin down) (eV): 1.236 / 9.268
Net charge: -1
E_tot (Eh): -6788.92936
2S+1: 2

=====

Record 3
The following is a DFT calculation (ωB97M-V/def2-TZVPD) of 3 unconnected molecules or ions with the total composition C15H30Cl2N3O3P at a distorted geometry.

```
54
Properties=species:S:1:pos:R:3:lowdin_charge:R:1
C -2.607 -1.282 3.343 -0.0194
C -1.848 -1.864 2.066 -0.4467
O -1.307 -2.968 2.194 0.0046
N -1.890 -1.071 0.863 0.0204
C -0.934 -1.534 -0.169 -0.2086
C 0.469 -0.756 -0.078 -0.2099
C 1.646 -1.475 -0.868 -0.2608
C 1.869 -2.991 -0.401 -0.4172
P 2.023 -3.177 1.467 0.8854
C 3.740 -2.642 2.040 -0.8279
Cl 5.178 -3.751 1.714 0.4908
C 3.959 -1.452 2.726 -0.7023
C 5.407 -0.992 3.211 -0.1353
Cl 2.595 -0.307 3.136 0.5557
H -3.108 -0.306 3.071 0.0620
H -3.416 -1.995 3.693 0.0840
H -1.901 -1.089 4.200 0.0815
H -2.844 -0.958 0.499 0.0845
H -1.377 -1.219 -1.175 0.1271
H -0.811 -2.656 -0.230 0.1022
H 0.819 -0.592 0.982 0.0459
H 0.277 0.265 -0.555 0.1024
H 2.617 -0.930 -0.608 0.0979
H 1.563 -1.380 -2.003 0.1124
H 1.044 -3.621 -0.866 0.0802
H 2.854 -3.319 -0.871 0.0748
H 2.008 -4.605 1.695 -0.0457
H 5.376 0.145 3.207 0.0703
H 5.600 -1.395 4.248 0.0890
H 6.169 -1.337 2.459 0.0544
C -5.079 3.522 0.524 -0.0750
N -4.594 2.162 0.412 0.0093
C -5.247 1.070 -0.064 -0.5396
C -6.661 1.246 -0.549 -0.0081
O -4.683 -0.017 -0.088 0.0187
H -4.425 4.171 -0.062 0.0841
H -5.029 3.821 1.572 0.0849
H -6.101 3.623 0.168 0.0746
H -3.652 1.963 0.717 0.1409
H -7.044 0.287 -0.895 0.0855
H -7.297 1.598 0.266 0.0868
H -6.688 1.951 -1.382 0.0863
C 2.264 2.317 -4.758 -0.0804
N 3.152 1.488 -3.970 0.0019
C 3.429 1.573 -2.640 -0.5586
C 2.748 2.655 -1.844 -0.0112
O 4.210 0.786 -2.127 0.0225
H 1.499 1.677 -5.204 0.0822
H 2.845 2.783 -5.556 0.0823
H 1.785 3.088 -4.161 0.0733
H 3.646 0.739 -4.433 0.1402
H 3.070 2.593 -0.805 0.0851
H 3.021 3.638 -2.233 0.0838
H 1.664 2.522 -1.878 0.0786
```

Values from the calculation:
HOMO (eV): -7.9
Structure (SMILES): CC(=O)NCCCCP/C(Cl)=C(/C)Cl.CNC(C)=O.CNC(C)=O
Frontier orbital gap (eV): 8.372
E_tot (Eh): -2241.22756

=====

Record 4
The following is a DFT calculation (ωB97M-V/def2-TZVPD) of 9 unconnected molecules or ions with the total composition C15H30F3N3O15 at a distorted geometry.

```
66
Properties=species:S:1:pos:R:3:lowdin_charge:R:1
N 15.076 0.560 1.174 0.3559
H 14.217 0.072 0.967 0.1486
H 15.386 0.997 0.317 0.1539
H 15.848 -0.028 1.454 0.1388
H 14.845 1.186 1.931 0.1406
N 10.913 -1.089 4.734 0.3558
H 10.092 -0.711 5.186 0.1507
H 11.379 -0.299 4.310 0.1474
H 10.639 -1.836 4.112 0.1568
H 11.449 -1.463 5.503 0.1363
N 15.694 0.621 6.452 0.3668
H 15.537 1.353 7.131 0.1444
H 16.635 0.286 6.602 0.1554
H 15.610 1.096 5.565 0.1369
H 15.000 -0.111 6.410 0.1274
C 12.420 5.127 4.424 -0.0436
C 13.385 3.968 4.268 -0.8319
O 14.586 4.240 4.103 -0.0916
O 12.963 2.781 4.213 -0.1715
H 11.373 4.825 4.442 0.0553
H 12.574 5.771 3.559 0.0693
H 12.569 5.701 5.338 0.0661
C 15.544 -4.325 7.215 -0.0307
C 14.500 -3.506 6.487 -0.8376
O 13.845 -2.621 7.158 -0.1960
O 14.439 -3.498 5.286 -0.0506
H 16.570 -4.094 6.931 0.0763
H 15.384 -5.381 6.997 0.0680
H 15.280 -4.164 8.260 0.0560
C 19.707 -3.039 3.337 -0.0433
C 18.473 -2.174 2.953 -0.8760
O 18.163 -1.341 3.765 -0.0904
O 17.866 -2.457 1.916 -0.1007
H 19.889 -3.722 2.508 0.0556
H 19.556 -3.609 4.254 0.0538
H 20.558 -2.430 3.646 0.0532
C 10.893 5.085 10.015 -0.1103
C 10.270 3.905 9.310 -0.3471
O 11.233 2.979 9.191 0.1505
C 12.430 3.600 9.281 -0.3742
O 13.576 3.073 9.042 0.0856
O 12.144 4.952 9.499 0.0718
F 9.872 4.303 8.039 0.0565
H 10.835 5.052 11.103 0.1470
H 10.411 5.993 9.651 0.1516
H 9.431 3.531 9.897 0.1701
C 22.014 -1.884 10.321 -0.0277
C 21.777 -1.356 8.919 -0.3849
O 20.413 -1.152 8.895 0.1518
C 19.926 -1.046 10.146 -0.5265
O 18.768 -0.696 10.423 0.1151
O 20.877 -1.344 11.011 0.0921
F 22.003 -2.279 8.025 0.1216
H 22.953 -1.541 10.755 0.1397
H 22.020 -2.973 10.281 0.1446
H 22.382 -0.470 8.725 0.1741
C 12.725 -2.061 11.582 -0.0650
C 13.930 -1.151 11.763 -0.3339
O 14.740 -1.940 12.582 0.1515
C 13.965 -2.798 13.262 -0.5326
O 14.397 -3.605 14.078 0.1373
O 12.718 -2.767 12.790 0.0857
F 13.686 0.009 12.376 0.0912
H 12.967 -2.684 10.721 0.1443
H 11.763 -1.556 11.489 0.1444
H 14.396 -0.947 10.798 0.1701
```

Values from the calculation:
HOMO (eV): -6.9
Frontier orbital gap (eV): 5.234
E_tot (Eh): -2181.84928
Relative energy (zero: lowest compared OMol25 entry of this formula, charge and spin) (kJ/mol): 791.1

=====

E_tot of number 4 (C15H30F3N3O15)? -2181.84928 Eh

=====

The highest E_tot belongs to which entry? C15H30F3N3O15

=====

E_tot of number 4 (C15H30F3N3O15)? -2181.84928 Eh